Entry 1:
This record from the OMol25 dataset describes C4H4ClIO in the gas phase in a non-equilibrium geometry. The level of theory is ωB97M-V/def2-TZVPD.

XYZ file:
```
11
C4H4ClIO | the OMol25 dataset | ωB97M-V/def2-TZVPD
H 0.440 -1.739 1.511
H -1.943 0.862 -0.300
C 0.007 -0.152 0.052
H -0.598 1.757 -0.598
C -0.300 -1.005 1.011
C -0.903 0.820 -0.698
O 1.964 0.448 -1.501
Cl 2.804 -0.108 0.965
C 1.752 0.099 -0.414
I -2.233 -1.531 1.681
H -0.989 0.549 -1.710
```

Spin multiplicity ... 1
Energy above the lowest of the compared OMol25 structures with the same formula, charge and spin ... 17.2 kcal/mol
Frontier orbital gap ... 9.710 eV
Largest force on an atom ... 0.10707 hartree/bohr
Total charge ... 0



Entry 2:
This record from the OMol25 dataset describes a molecular structure, C23H27AsHgN2SSbSe4. The level of theory is ωB97M-V/def2-TZVPD.

XYZ file:
```
60
C23H27AsHgN2SSbSe4 | the OMol25 dataset | ωB97M-V/def2-TZVPD
N 3.860 -1.959 -0.630
H 5.212 -3.516 -0.461
H 3.605 -2.452 1.407
Se 0.461 -1.764 -2.376
H -4.027 0.474 -3.327
C 4.484 1.058 -2.588
H -3.992 -1.951 4.471
H -0.296 0.296 3.615
H 4.965 -1.589 -3.786
Hg 1.022 0.566 -1.556
H 5.491 -2.445 -1.841
H 3.497 -0.617 -4.117
C 3.044 -2.454 0.466
C -2.924 -3.391 3.284
C -3.812 1.649 0.344
C -1.008 1.654 2.107
C -2.059 -3.578 2.217
Se -0.068 2.800 -2.170
H 3.555 1.497 -2.962
C 4.722 -2.938 -1.251
C -4.875 2.057 -0.454
H -1.525 3.268 0.787
As -1.206 0.253 0.735
C -0.196 2.327 4.283
H -0.906 -2.623 0.663
C -1.192 2.998 1.783
C -1.955 -1.190 1.864
C -0.416 3.661 3.965
C -0.485 1.333 3.358
H -3.133 -0.009 3.218
C -2.944 0.347 -1.487
S 3.328 0.541 0.134
H 4.167 -3.629 -1.891
C -2.841 0.800 -0.173
Se 1.685 1.471 -5.527
H -2.171 -0.296 -1.903
C -1.574 -2.481 1.510
Sb -0.477 1.393 -4.366
N 4.271 -0.336 -2.209
H 2.730 -3.468 0.218
H -3.744 2.004 1.365
C -3.311 -2.102 3.642
C 4.027 -1.209 -3.367
H 5.217 1.068 -3.396
H -5.625 2.728 -0.051
H 3.350 -2.012 -3.086
H -1.050 5.030 2.437
C -0.903 3.992 2.709
C 3.844 -0.658 -0.976
H -5.754 1.990 -2.413
H 0.214 2.058 5.250
H -3.304 -4.244 3.834
C -3.995 0.771 -2.286
Se -2.253 2.565 -5.614
H -0.191 4.439 4.686
C -2.829 -1.010 2.933
H 2.150 -1.844 0.562
H 4.852 1.627 -1.739
C -4.957 1.631 -1.773
H -1.757 -4.578 1.929
```

Spin multiplicity ... 2
Expectation value of S² ... 0.767
Energy above the lowest of the compared OMol25 structures with the same formula, charge and spin ... 6.9 kcal/mol
Frontier orbital gap (spin up / spin down) ... 5.109 / 5.070 eV
Largest force on an atom ... 0.01516 hartree/bohr
Total charge ... -2



Entry 3:
This record from the OMol25 dataset describes a molecular structure, C5H7NO. The level of theory is ωB97M-V/def2-TZVPD.

XYZ file:
```
14
C5H7NO | the OMol25 dataset | ωB97M-V/def2-TZVPD
C 1.259 0.332 -0.059
O -1.631 -0.368 -1.341
H -1.223 0.432 -1.698
C -0.833 -0.867 -0.304
H -0.398 1.887 -0.398
N 0.877 -0.621 1.018
C 0.143 1.285 0.340
H -1.147 0.039 1.789
H 2.293 0.581 -0.279
C -0.505 0.024 0.910
H -1.275 -1.821 -0.017
C 0.675 -0.993 -0.402
H 0.498 1.927 1.149
H 1.267 -1.839 -0.710
```

Spin multiplicity ... 1
Energy above the lowest of the compared OMol25 structures with the same formula, charge and spin ... 68.6 kcal/mol
Frontier orbital gap ... 10.648 eV
Largest force on an atom ... 0.01325 hartree/bohr
Total charge ... 0



Entry 4:
This record from the OMol25 dataset describes a gas-phase ion, C2H3Cl2O2S (charge -1) in a non-equilibrium geometry. The level of theory is ωB97M-V/def2-TZVPD.

XYZ file:
```
10
C2H3Cl2O2S | the OMol25 dataset | ωB97M-V/def2-TZVPD
S 2.775 -0.010 -0.870
H -0.161 0.769 -0.586
O 2.336 1.320 -1.317
H 0.469 0.237 0.969
O 1.501 -1.106 -1.700
H -0.997 -0.572 0.113
Cl 3.991 0.716 1.022
C -0.051 -0.093 0.002
Cl 1.643 -2.330 0.604
C 1.199 -0.774 -0.478
```

Spin multiplicity ... 1
Energy above the lowest of the compared OMol25 structures with the same formula, charge and spin ... 9.5 kcal/mol
Frontier orbital gap ... 8.848 eV
Largest force on an atom ... 0.07558 hartree/bohr
Total charge ... -1



Entry 5:
This record from the OMol25 dataset describes a molecular structure, C36H51BrGeN4O6SY in a non-equilibrium geometry. The level of theory is ωB97M-V/def2-TZVPD.

XYZ file:
```
101
C36H51BrGeN4O6SY | the OMol25 dataset | ωB97M-V/def2-TZVPD
C -2.254 -2.674 -3.982
N 1.411 -2.399 -1.270
H -3.889 1.128 0.670
H 6.765 -6.097 3.780
C 0.654 -0.210 4.015
H -0.943 4.941 -1.467
S 2.021 -0.430 0.537
C 6.092 -5.405 3.293
C -1.098 0.813 -5.141
H -5.241 0.156 1.268
C -4.454 -0.761 -1.195
C -1.648 -2.300 -2.792
H -1.958 -3.220 -6.034
Br 0.731 0.751 -8.848
O 0.808 2.593 1.755
C 1.269 1.049 -4.762
H -1.702 0.645 -7.199
C 2.105 -1.948 -0.105
C -4.162 0.163 1.094
H 1.602 -2.442 -3.778
H 2.087 1.152 -4.063
C -2.124 4.606 0.924
C -0.735 3.955 -1.046
H 0.474 -2.174 2.248
H -2.483 5.508 0.427
H 0.532 4.546 3.675
C 3.064 2.483 2.534
O -0.691 0.347 2.075
O 0.721 0.976 -2.003
H -1.266 -2.105 1.881
C -0.261 0.920 -2.797
H 4.711 -2.340 3.717
C -3.145 3.288 -0.921
H 4.196 -5.111 0.487
H -0.623 3.253 -1.871
N 3.512 -2.719 1.448
C 5.515 -5.740 2.074
N 2.886 -2.959 0.344
C 4.376 -3.647 2.042
H 3.376 2.116 1.555
C -1.831 -0.422 4.096
C -1.480 -2.952 -5.100
H -2.206 -2.041 -1.901
H -3.659 0.069 2.057
O -1.436 0.771 -2.357
H -3.857 -3.127 0.108
H -3.334 -2.729 -4.038
C -0.264 -2.249 -2.737
H -4.336 -1.637 -1.839
Y -0.687 0.299 -0.191
H -2.097 0.728 -4.736
C 1.395 3.884 3.760
H 2.504 1.064 -6.523
C -0.879 0.761 -6.509
C 5.806 -4.182 3.886
C -0.093 -2.869 -5.035
C 1.828 3.365 2.390
H -2.879 4.288 1.644
H 3.893 3.043 2.973
H 3.368 -1.806 1.889
H -4.021 0.099 -1.708
H -5.526 -0.591 -1.066
H 0.202 3.991 -0.496
N 0.327 -1.839 -1.490
C 1.501 0.996 -6.126
H 6.252 -3.918 4.835
H 0.785 -0.937 4.820
C 0.527 -2.524 -3.847
H -5.275 -2.374 0.864
H 1.534 -0.233 3.372
C -1.870 3.529 -0.124
C -0.515 -1.965 2.661
C 0.420 0.847 -6.983
C -4.190 -2.311 0.753
H -1.213 4.873 1.466
H 2.851 1.627 3.175
C -0.027 0.953 -4.268
H 0.583 0.780 4.468
H 1.130 3.063 4.428
C 4.653 -4.866 1.434
H -1.708 -1.054 4.978
H -3.736 -2.450 1.737
H -0.700 -2.688 3.458
H -2.721 -0.757 3.565
Ge -0.912 2.251 2.364
C -3.757 -0.972 0.154
H -3.011 2.457 -1.612
H 5.740 -6.692 1.614
O -2.364 -1.000 -0.034
H 1.282 5.191 1.366
H -3.982 3.066 -0.258
H -1.989 0.603 4.432
C 4.944 -3.296 3.263
H 2.456 4.191 0.497
C -0.595 -0.542 3.209
H 2.206 4.446 4.227
O -1.505 2.266 0.502
H 2.969 5.148 1.897
H -3.396 4.182 -1.497
H 0.505 -3.064 -5.916
C 2.156 4.548 1.483
```

Spin multiplicity ... 2
Expectation value of S² ... 0.776
Frontier orbital gap (spin up / spin down) ... 7.010 / 5.254 eV
Largest force on an atom ... 0.01952 hartree/bohr
Total charge ... 0



Entry 6:
This record from the OMol25 dataset describes 8 unconnected molecules or ions with the total composition C22H46O8 in a non-equilibrium geometry. The level of theory is ωB97M-V/def2-TZVPD.

XYZ file:
```
76
C22H46O8 | the OMol25 dataset | ωB97M-V/def2-TZVPD
H 4.943 0.321 -2.388
H 5.778 0.460 3.142
H -0.524 2.303 -4.012
H -7.030 -0.631 -0.094
H -3.109 0.527 -0.277
H 1.154 -2.458 3.448
H 0.008 -2.490 2.044
O -0.832 4.893 -2.664
C -2.364 4.611 1.935
H 1.903 3.486 -2.769
C -0.208 3.860 -2.579
O -5.548 1.316 1.014
H 4.575 -1.336 -2.847
H -3.572 -1.096 0.229
H 1.675 -0.541 -4.827
C 4.132 -0.396 -2.513
O 1.416 -4.839 1.269
H -1.935 2.715 -2.972
H -1.544 -4.481 -3.170
H 5.665 -1.184 2.575
C 1.871 -0.302 -3.782
H 3.121 -1.085 3.698
C 0.408 -2.842 -1.382
C -1.402 -4.542 -2.094
H 2.061 0.446 -0.031
H -6.113 0.028 -1.468
H 0.235 -4.563 4.311
C -0.864 2.536 -3.004
H -0.233 1.636 0.713
C -5.147 0.349 0.411
H 6.026 0.124 1.411
H -2.362 -4.842 -1.664
O 3.738 1.029 -4.353
C 0.550 -5.145 3.442
C 5.456 -0.144 2.296
H -0.699 0.119 -0.042
H -3.075 4.325 -0.076
C 3.072 -0.093 3.244
C -1.043 -3.256 -1.371
C 0.984 -2.804 2.432
O 3.524 -0.062 0.907
H 2.050 0.120 2.939
C 1.176 3.806 -2.019
H -3.253 0.225 1.427
O 1.265 0.769 -0.492
H -4.313 5.328 2.120
C 3.970 -0.105 2.034
H -1.682 3.333 0.371
H -5.669 -1.480 -0.649
H 0.827 -3.099 -2.359
C 1.005 -4.294 2.265
C 3.292 0.167 -3.625
H 1.142 3.159 -1.142
H -3.839 4.123 3.438
H 3.555 -0.455 -1.594
H -0.679 -5.317 -1.838
H -0.547 1.784 -2.281
H -3.322 2.926 0.953
C -3.545 4.950 2.796
H 1.499 4.806 -1.729
C 0.151 0.674 0.359
H 1.157 0.482 -3.529
O -1.256 5.030 2.160
H 1.748 -2.325 1.816
C -6.029 -0.460 -0.497
H 1.693 -1.129 -3.101
C -3.683 -0.040 0.462
O -1.894 -2.585 -0.840
H 3.394 0.663 3.958
H -0.362 -5.682 3.169
H 0.480 -1.772 -1.194
H 1.346 -5.836 3.704
C -2.627 3.737 0.729
H 1.034 -3.384 -0.670
H 0.471 0.159 1.273
H -3.249 5.772 3.451
```

Spin multiplicity ... 1
Energy above the lowest of the compared OMol25 structures with the same formula, charge and spin ... 1.6 kcal/mol
Frontier orbital gap ... 9.336 eV
Largest force on an atom ... 0.02609 hartree/bohr
Total charge ... 0



Entry 7:
This record from the OMol25 dataset describes 6 unconnected molecules or ions with the total composition C24H60O6 in a non-equilibrium geometry. The level of theory is ωB97M-V/def2-TZVPD.

XYZ file:
```
90
C24H60O6 | the OMol25 dataset | ωB97M-V/def2-TZVPD
H 0.794 1.551 -0.145
C -2.706 -1.418 0.340
H -1.787 2.473 2.485
H 2.414 1.364 0.110
C 1.751 3.468 -5.306
H -1.254 0.083 3.809
H 2.091 4.977 -6.748
H 1.248 3.479 -1.335
H 0.522 -0.104 3.728
C 3.103 0.920 -2.914
H -4.336 -3.555 0.492
H -1.811 -1.980 0.331
O 1.259 -4.934 -1.623
C 1.303 2.176 1.816
H 3.350 1.646 -2.356
H 0.409 2.024 2.519
C -2.267 3.637 0.879
H -3.271 -3.703 -0.831
H 0.202 -6.566 -1.537
C 0.413 2.235 7.110
H 1.095 1.880 5.170
C -0.847 4.302 -0.850
H -1.416 5.190 -0.998
H -1.598 4.315 2.494
H -2.991 4.400 0.531
C 0.637 4.391 -1.375
C -0.359 -0.226 4.467
H -3.235 3.553 2.761
H -1.638 -5.694 -0.332
C 1.451 -0.931 0.196
H -1.514 0.468 0.743
H 0.798 4.725 -2.528
C 1.175 -2.289 0.740
C -5.292 -3.162 -1.349
H -6.062 -2.588 -0.830
C -0.775 -5.113 -0.526
H -1.357 -4.133 -0.709
H -5.729 -4.072 -1.217
H -2.702 2.659 0.476
H 2.592 5.246 -5.034
H 3.182 -3.818 -2.782
O -0.948 3.968 0.436
H 1.295 4.886 -0.788
H 3.486 4.165 -6.254
H -2.785 -1.397 1.345
H 1.228 1.964 7.675
O -0.148 0.432 5.766
H 1.139 1.736 -3.558
H 2.250 -6.616 -2.386
H 1.177 -3.208 -0.014
H 2.109 1.959 2.504
O 2.544 2.677 -4.386
C 2.123 1.460 -3.985
H 0.536 3.372 7.137
H 4.294 -5.020 -3.200
C 0.168 1.729 5.756
O 1.395 0.046 1.195
H -5.252 -2.883 -2.493
H -0.413 -4.942 0.406
H 2.535 0.151 -2.355
H 0.702 -0.706 -0.593
C -0.008 -5.611 -1.621
H 2.353 -0.818 -0.096
C 2.262 -5.581 -2.464
H 1.427 2.884 -6.149
C 1.381 1.202 0.667
H 0.018 -2.258 5.247
H -0.463 2.314 7.477
H -0.536 2.350 5.157
H 4.079 0.621 -3.197
C 2.596 4.506 -5.852
C -2.332 3.424 2.343
H 3.900 -4.751 -1.322
C -0.799 -1.665 4.804
H 0.517 -2.350 1.574
C -2.372 0.046 0.270
H 1.879 -5.643 -3.535
H 2.087 0.819 -4.858
H 2.116 -2.711 1.202
C -4.088 -3.068 -0.530
H -3.087 0.710 0.762
O -3.792 -1.832 -0.467
H 0.929 3.769 -4.789
C 3.500 -4.776 -2.438
H -2.346 0.490 -0.828
H -1.005 -2.200 3.989
H -1.342 3.563 -1.392
H -0.407 -5.585 -2.712
H -1.693 -1.675 5.225
H 0.948 3.184 1.452
```

Spin multiplicity ... 1
Energy above the lowest of the compared OMol25 structures with the same formula, charge and spin ... 245.0 kcal/mol
Frontier orbital gap ... 10.065 eV
Largest force on an atom ... 0.15155 hartree/bohr
Total charge ... 0



Entry 8:
This record from the OMol25 dataset describes 4 unconnected molecules or ions with the total composition C2H11NO5 in a non-equilibrium geometry. The level of theory is ωB97M-V/def2-TZVPD.

XYZ file:
```
19
C2H11NO5 | the OMol25 dataset | ωB97M-V/def2-TZVPD
H -1.300 -0.100 1.187
H -2.552 1.130 0.772
H 1.764 -1.290 -1.235
C -1.063 1.004 -0.663
O -0.406 1.878 -1.129
H -1.479 -0.136 -2.200
H 2.557 1.326 -1.364
O -0.754 -2.047 1.098
O -1.433 -0.111 -1.227
N -0.667 1.754 1.618
H -0.901 -2.988 1.268
H -0.643 -2.060 0.133
C -1.476 0.919 0.867
O 2.683 0.479 -0.924
H 1.586 -2.381 -0.202
H 3.122 0.696 -0.089
O 1.197 -2.049 -1.022
H -0.435 2.666 1.190
H 0.199 1.309 1.923
```

Spin multiplicity ... 2
Expectation value of S² ... 0.755
Energy above the lowest of the compared OMol25 structures with the same formula, charge and spin ... 2.1 kcal/mol
Frontier orbital gap (spin up / spin down) ... 10.928 / 5.439 eV
Largest force on an atom ... 0.03989 hartree/bohr
Total charge ... +1